No. 1
22
Properties=species:S:1:pos:R:3:forces:R:3 method="wB97M-V/def2-TZVPD" total_charge=0 spin_multiplicity=1 gap_ev=10.1
S 1.3568 -3.9103 0.0989 -1.6 2.5 0.1
O -0.1848 -3.8032 -0.4142 0.3 -1.3 0.7
O 1.9284 -5.1279 -0.3365 0.4 -1.2 -0.8
N -1.6967 -1.4793 -1.7961 0.2 -0.9 0.1
N 2.2638 -1.6499 -1.6395 0.6 1.7 -1.1
C -0.8143 0.9723 -1.6733 -0.9 -0.5 -1.9
C -0.3330 2.9131 1.5110 0.1 -1.9 -1.4
C 1.9531 -2.5477 -1.0195 -0.7 -2.0 1.2
C 0.3100 1.9921 2.3386 -1.1 0.6 -1.6
C -0.5237 1.2676 -0.2548 -0.4 2.3 1.1
C -0.7673 2.5896 0.1924 1.7 -2.1 2.2
C 0.0163 0.3038 0.6228 -1.4 0.3 -3.6
C -1.2132 -0.4429 -1.7855 -0.4 0.8 -0.2
C 0.4269 0.6906 1.8192 2.3 -1.6 5.8
H 0.1258 1.0857 -2.2957 -1.2 0.3 0.4
H 0.0073 -0.6992 0.1948 0.5 0.0 0.7
H -0.5181 3.8683 1.8640 -0.3 1.8 0.7
H 0.8694 -0.1222 2.5745 -0.9 1.8 -1.8
H 0.5595 2.3723 3.3255 0.3 -0.8 -0.1
H -1.7496 1.5608 -2.0877 2.2 -0.9 0.7
H -0.7908 -3.1888 -0.8743 0.8 0.6 -0.3
H -1.2258 3.3553 -0.3645 -0.5 0.6 -1.0



No. 2
37
Properties=species:S:1:pos:R:3:forces:R:3 method="wB97M-V/def2-TZVPD" total_charge=0 spin_multiplicity=1 gap_ev=9.0
N -2.8640 0.9150 -0.2137 1.1 1.6 -0.8
N -2.5335 -0.5498 1.5729 -2.0 0.2 1.3
N -0.7365 0.1816 0.3211 3.5 -0.6 0.8
N -5.6586 -0.3980 1.6339 1.0 -0.2 -3.7
N -0.4864 -1.0636 2.2344 -0.9 -0.3 0.9
N -1.1176 1.5799 -1.4834 -1.2 2.2 -1.7
N -4.6579 0.4514 1.0286 0.4 0.2 0.0
C -3.2919 0.2666 0.8315 -1.0 -1.5 0.3
C 0.4446 2.8629 -2.7220 2.7 0.4 -1.4
C 0.1423 1.6734 -2.0889 -0.4 0.1 1.6
C 1.6878 -0.5279 1.4846 1.1 -3.4 0.7
C 1.7526 2.9108 -3.3878 -0.4 -1.2 1.3
C 3.4250 -2.2420 1.5084 0.0 -0.2 -1.2
C -1.2480 -0.4631 1.3478 -1.7 1.2 -1.8
C 2.5078 -3.2207 1.9691 2.9 0.1 -1.1
C 1.0116 0.5871 -1.9161 0.9 -0.1 -1.7
C 1.2557 -2.8663 2.2394 -3.5 3.7 -0.5
C 0.7530 -1.4942 1.9873 6.1 -0.6 -0.7
C -1.5058 0.8875 -0.3957 -3.9 0.4 -1.3
C 3.0112 -0.9644 1.1900 -0.2 0.8 1.3
C 2.2424 0.6267 -2.5554 -0.5 2.9 -1.0
C 2.6644 1.8395 -3.2796 -1.9 -1.2 0.9
H -1.8184 2.2620 -1.9141 1.1 -1.8 1.3
H 0.6625 -0.3510 -1.4933 0.1 0.4 0.1
H -5.5659 -0.4599 2.5946 0.6 0.3 2.2
H 3.6259 1.8876 -3.8014 -0.4 -0.1 0.3
H 0.4740 -3.5065 2.5479 -0.4 -1.1 0.4
H 2.8492 -4.2512 1.9640 -0.2 0.1 0.5
H -4.8793 1.1542 0.2925 -1.0 -1.1 1.0
H 4.4518 -2.4588 1.1909 -0.4 -0.4 0.6
H 2.7882 -0.2687 -2.6214 1.0 -0.8 0.2
H -0.2028 3.7750 -2.6829 0.5 -1.2 -0.2
H 3.8139 -0.2263 0.9469 -1.0 -0.6 -0.2
H 2.1293 3.7497 -3.9552 -0.5 0.4 0.1
H 1.5302 0.4993 1.4462 -0.9 1.4 -0.3
H -1.0846 -1.4300 2.9160 -0.4 -1.2 1.4
H -5.5724 -1.3678 1.2628 0.0 1.1 0.2



No. 3
22
Properties=species:S:1:pos:R:3:forces:R:3 method="wB97M-V/def2-TZVPD" total_charge=0 spin_multiplicity=1 gap_ev=8.4
O 1.9915 -0.8110 0.6319 1.6 1.3 -1.9
N 0.1520 -2.1174 -2.1141 1.0 0.1 -0.9
N 1.0179 0.0942 1.0014 -1.2 -0.8 1.0
N -0.6426 1.2196 -3.5246 -1.0 -0.6 0.1
C -0.8469 0.4632 2.4805 0.3 -2.1 -1.2
C -0.1051 -0.7719 -2.3097 -0.2 -1.5 1.3
C -0.3280 1.4028 3.5051 -0.8 0.5 1.2
C -0.2632 -0.1425 -3.4340 1.4 -0.2 -3.7
C 0.3459 -0.3986 1.9685 -0.5 0.7 -0.1
H 0.6205 1.8059 3.3099 1.4 0.4 -0.8
H 0.0550 -0.7268 -4.4223 -1.1 1.5 1.9
H -0.2304 -2.5271 -1.3143 -0.4 -0.7 1.0
H -0.9235 2.2791 3.7412 -0.6 -0.1 0.0
H -0.1952 0.8352 4.4007 0.0 -0.2 1.0
H 0.0808 1.8726 -3.7325 0.5 0.3 0.0
H -1.1847 1.4799 -2.7049 0.3 0.2 -0.3
H -1.6474 -0.2283 2.8712 0.8 0.8 -0.3
H -0.2277 -0.2742 -1.3773 -0.3 0.6 0.6
H 0.4574 -2.7360 -2.8471 -0.3 0.2 0.0
H 2.4193 -0.2872 -0.1070 -0.4 -1.3 1.1
H 0.7022 -1.3702 2.3912 -0.6 0.7 -0.1
H -1.2478 0.9387 1.5864 0.0 0.2 0.1



No. 4
33
Properties=species:S:1:pos:R:3:forces:R:3 method="wB97M-V/def2-TZVPD" total_charge=0 spin_multiplicity=1 gap_ev=9.4
S -2.5407 -1.0631 -0.4701 -0.1 -0.1 0.7
O 3.9198 -0.2440 -1.2341 0.0 0.1 -0.2
O -3.2156 -0.6993 -1.6811 0.0 0.2 0.1
O -2.2705 -2.4564 -0.2340 0.2 0.2 0.1
N -3.4298 -0.4393 0.8257 0.7 -0.3 -0.6
N 2.4917 -1.0824 0.3274 -0.2 -0.2 0.3
C 4.6182 -2.1528 0.0489 0.1 0.2 -0.2
C 0.2651 1.8340 -0.2055 -0.2 -0.2 -0.1
C 2.7077 1.8556 0.3152 0.1 0.1 -0.1
C 1.4324 1.1248 0.0537 0.1 -0.2 0.0
C 3.6661 -1.0546 -0.3757 0.2 -0.4 0.2
C 1.3623 -0.2733 0.0923 -0.4 0.3 -0.2
C -4.8567 -0.2885 0.6244 -0.4 0.0 -0.2
C -2.2042 2.0144 -0.6596 0.0 0.2 -0.1
C -1.0099 -0.1611 -0.2930 -0.4 -0.3 0.0
C 0.1296 -0.8991 -0.0587 0.2 -0.1 0.0
C -0.9679 1.2231 -0.3930 0.0 0.2 0.0
H -5.4037 -1.2301 0.7266 0.0 0.1 0.0
H -5.2459 0.4367 1.3397 0.0 0.0 -0.1
H 5.5773 -2.0001 -0.4368 0.0 0.0 0.0
H -4.9936 0.0852 -0.3878 -0.2 0.1 0.1
H 4.2226 -3.1211 -0.2518 0.0 -0.1 0.0
H 2.2945 -1.9360 0.8316 0.2 0.1 0.0
H 0.3207 2.9122 -0.2512 0.0 0.1 0.0
H -2.8324 2.0287 0.2299 -0.1 0.1 0.0
H 0.0371 -1.9733 -0.0058 0.1 -0.1 0.0
H 4.7518 -2.1475 1.1282 0.0 0.0 0.1
H 3.3791 1.7488 -0.5364 0.0 0.1 0.1
H -1.9574 3.0364 -0.9354 0.0 0.1 0.0
H 2.5179 2.9113 0.4876 0.0 0.1 0.1
H -2.7751 1.5464 -1.4575 -0.1 0.2 -0.1
H 3.2155 1.4350 1.1819 0.1 0.0 0.1
H -3.2060 -0.9706 1.6543 0.2 -0.1 0.1



No. 5
6
Properties=species:S:1:pos:R:3:forces:R:3 method="wB97M-V/def2-TZVPD" total_charge=0 spin_multiplicity=1 gap_ev=8.4
I -1.5081 -1.8398 0.0477 0.1 -0.1 0.2
I 0.9953 -0.1128 2.3950 -1.2 -0.4 -2.4
C -0.0799 -0.3661 0.2257 0.5 0.2 2.4
C 0.1298 0.5675 -0.6713 -0.3 -2.5 2.7
H 0.8220 1.2537 -0.4538 2.4 2.8 0.4
H -0.3591 0.4976 -1.5434 -1.6 0.1 -3.2



No. 6
18
Properties=species:S:1:pos:R:3:forces:R:3 method="wB97M-V/def2-TZVPD" total_charge=0 spin_multiplicity=1 gap_ev=10.7
O -1.7297 2.4306 1.8549 0.0 -0.2 0.1
O 2.3472 -0.8988 -0.4088 0.0 -0.1 -0.2
O 1.8024 -1.2124 1.7445 -0.2 -0.2 0.4
C 0.0219 -0.9372 0.2321 0.2 -1.2 -0.6
C -0.9058 0.1480 -1.8130 -0.8 0.2 0.4
C -0.5187 0.3668 -0.3618 0.7 -0.8 -1.8
C -2.1269 0.3607 -2.2762 -0.8 -0.1 -0.6
C 1.5097 -1.0306 0.4403 0.1 0.7 0.5
H -0.5156 -1.2998 1.0873 -0.1 0.5 0.9
H -3.0090 0.6878 -1.7281 0.5 0.1 0.5
H 2.7534 -1.2536 1.9224 0.0 0.0 -0.5
H -1.4159 0.6039 0.1464 -0.7 0.6 0.7
H -1.7921 3.3560 2.1165 0.0 -0.1 -0.3
H -1.8155 2.3721 0.8958 0.0 0.4 0.2
H -2.4103 0.1642 -3.3077 0.4 0.0 0.0
H -0.1800 -0.2241 -2.5113 0.5 -0.1 0.0
H -0.1998 -1.7609 -0.4580 0.1 0.2 -0.3
H 0.2034 1.1811 -0.4051 0.1 0.0 0.7



No. 7
69
Properties=species:S:1:pos:R:3:forces:R:3 method="wB97M-V/def2-TZVPD" total_charge=+2 spin_multiplicity=1 gap_ev="6.2 / 6.2"
Pt 1.2251 -0.3283 -1.3628 -0.3 0.4 -0.1
S -1.1978 -2.0777 0.7841 -0.2 0.0 0.4
O 1.7042 -2.0012 -1.6066 0.3 0.0 -0.2
O -2.2259 -2.5124 -0.2054 0.0 0.0 -0.3
O 3.5999 6.9296 -0.5948 0.0 0.0 0.0
O 1.6191 7.9001 -0.6474 0.0 0.1 0.0
N -0.5765 -0.8191 -2.3377 0.4 0.1 0.1
N 0.4528 1.6355 -2.1224 0.0 -0.1 -0.2
N 3.2695 -0.1628 -0.8296 -0.1 -0.1 0.0
N 0.6134 0.7639 0.3463 0.0 0.1 0.1
C -2.8240 -1.3292 -3.8750 0.1 0.2 0.0
C -1.0035 -2.0614 -2.4960 -0.1 0.0 -0.1
C 1.0667 0.2482 1.6780 0.0 0.0 0.0
C -0.6188 1.5090 -2.8160 0.0 -0.3 0.1
C 2.2594 1.0108 2.2280 0.0 0.0 0.0
C -1.0587 -4.6709 1.9945 0.0 -0.1 0.0
C -1.2219 0.1957 -2.9713 0.1 0.1 0.0
C -2.1399 -2.3476 -3.2632 0.1 -0.1 0.1
C -1.9175 -5.4624 1.0146 0.0 0.0 0.0
C 0.4523 5.2415 -1.2190 0.0 0.0 0.0
C 2.7182 4.4882 -1.4381 -0.1 -0.1 -0.1
C -2.3411 -0.0199 -3.7332 -0.1 -0.1 -0.1
C -0.2795 -3.5183 1.3699 0.0 0.0 0.0
C 2.2677 3.2213 -1.7687 0.2 0.2 0.0
C -0.0057 3.9710 -1.5383 -0.1 0.0 0.1
C -3.5177 -2.1635 2.3464 0.0 0.0 0.1
C 3.5334 1.0135 1.3684 -0.1 0.0 0.1
C -4.2044 -1.7617 3.6481 0.0 0.0 0.0
C 2.4242 6.8447 -0.7834 0.0 -0.1 0.0
C -2.0925 -1.6232 2.3136 0.0 0.0 -0.1
C 3.7917 -0.2565 0.5722 -0.1 0.0 0.0
C 0.9067 2.9629 -1.8349 0.1 -0.1 0.2
C 1.8129 5.5104 -1.1641 0.0 0.0 0.0
H -0.4019 0.7364 0.3060 -0.1 0.0 0.1
H 4.3803 1.1801 2.0336 0.0 0.0 0.0
H 3.7752 4.7131 -1.3954 0.0 0.0 0.0
H -2.3330 -6.3394 1.5086 0.0 0.0 0.0
H -2.1107 -0.5302 2.3500 0.0 0.0 0.0
H -2.7387 -4.8654 0.6213 0.0 0.0 0.0
H -3.5142 -3.2480 2.2401 0.0 0.0 0.0
H 4.8617 -0.4457 0.4849 0.0 0.0 0.0
H -1.5043 -1.9707 3.1661 0.0 0.0 0.0
H -0.2871 5.9961 -0.9813 0.0 0.0 0.0
H 0.8905 1.7430 0.2731 -0.1 0.0 -0.1
H -2.8221 0.8153 -4.2245 0.0 0.0 0.0
H -4.2405 -0.6766 3.7611 0.0 0.0 0.0
H -3.6861 -2.1721 4.5163 0.0 0.0 0.0
H -1.0827 2.3708 -3.2899 0.0 0.0 0.0
H 2.9752 2.4491 -2.0220 0.1 -0.1 -0.1
H -1.0700 3.7671 -1.5129 0.0 0.0 0.0
H 3.7314 0.6240 -1.2756 -0.1 0.1 0.0
H -4.0691 -1.7806 1.4879 0.0 0.0 0.0
H 1.9679 2.0426 2.4419 0.0 0.0 0.0
H -1.6672 -4.3073 2.8247 0.0 0.0 0.0
H -5.2280 -2.1322 3.6660 0.0 0.0 0.0
H 0.2867 -3.8522 0.4947 0.0 0.0 0.0
H 0.7050 7.7211 -0.8909 0.0 0.0 0.0
H -0.4126 -2.8447 -2.0514 0.0 0.0 0.1
H 0.2306 0.3505 2.3697 0.0 0.0 0.0
H 3.6002 -0.9931 -1.3236 -0.1 -0.1 -0.1
H 2.4781 0.5604 3.1983 0.0 0.0 0.0
H 0.4446 -3.1061 2.0815 0.0 0.0 0.0
H 3.5310 1.8672 0.6867 0.0 0.1 -0.1
H 1.2670 -0.8147 1.5700 0.0 0.0 0.0
H 3.3472 -1.1385 1.0336 0.0 0.0 0.0
H -0.3148 -5.3349 2.4419 0.0 0.0 0.0
H -2.4562 -3.3771 -3.3479 0.0 0.0 0.0
H -1.3194 -5.8097 0.1698 0.0 0.0 0.0
H -3.7056 -1.5277 -4.4681 0.0 0.0 0.0



Which energy relative to the best compared isomer or geometry (same formula, charge and spin) belongs to each record? In order, 380.9; 160.4; 402.8; 85.3; 64.7; 110.7; 452.1 kJ/mol.